# 1
{
  "formula": "C3H8N2S",
  "method": "wB97M-V/def2-TZVPD",
  "lumo_energy_ev": [-0.1, 0.2],
  "energy_ha": -626.612338,
  "homo_lumo_gap_ev": [7.688, 7.682],
  "homo_ha": [-0.285, -0.276],
  "elements": ["C", "C", "C", "N", "N", "S", "H", "H", "H", "H", "H", "H", "H", "H"],
  "coordinates": [[-1.264, -0.320, 0.618], [-1.115, 0.957, -0.219], [0.041, -1.222, 0.409], [-0.039, 1.617, 0.264], [2.286, 0.127, -0.905], [1.502, -0.156, 0.614], [-1.103, -0.117, 1.704], [-2.034, -1.020, 0.383], [-1.013, 0.869, -1.353], [-2.120, 1.461, -0.129], [-0.056, -1.847, 1.246], [-0.121, -1.533, -0.622], [1.758, 0.903, -1.236], [3.278, 0.281, -0.774]],
  "atomic_forces_ev_per_a": [[2.93, -0.74, 0.56], [-1.81, -1.05, -1.40], [-1.12, 2.75, -1.71], [1.98, 1.74, 1.02], [-1.22, -1.44, 0.97], [-0.25, 0.39, 0.04], [-1.30, 0.52, -0.78], [-1.18, 0.02, 0.04], [-0.40, -0.97, 0.78], [0.87, 0.34, 0.43], [0.63, -1.79, 0.42], [0.87, -0.99, 0.22], [0.21, 1.09, -0.69], [-0.19, 0.14, 0.09]]
}



# 2
{
  "formula": "C3H8N2S",
  "method": "wB97M-V/def2-TZVPD",
  "smiles": "NCC/C=N\\S",
  "lumo_energy_ev": 0.9,
  "energy_ha": -626.738721,
  "homo_lumo_gap_ev": 9.607,
  "homo_ha": -0.322,
  "elements": ["N", "C", "C", "C", "N", "S", "H", "H", "H", "H", "H", "H", "H", "H"],
  "coordinates": [[1.312, -1.177, -1.405], [0.274, -0.415, -0.869], [0.029, -0.607, 0.670], [-1.093, 0.200, 1.052], [-1.196, 1.406, 1.363], [0.092, 2.428, 1.173], [1.146, -2.211, -1.405], [1.350, -0.996, -2.437], [-0.753, -0.563, -1.237], [0.622, 0.615, -0.932], [-0.115, -1.631, 0.948], [1.055, -0.216, 1.133], [-2.022, -0.298, 0.964], [-0.702, 3.465, 0.983]],
  "atomic_forces_ev_per_a": [[1.17, -2.63, -2.57], [-1.88, 0.85, 2.15], [4.92, 1.03, -0.45], [-0.87, -0.24, 0.46], [-1.02, 0.58, -0.37], [1.33, 0.50, 0.24], [-0.01, 1.17, 0.45], [0.24, 0.04, 1.28], [0.28, 0.21, -0.91], [-0.68, 0.21, -0.39], [-0.03, -0.67, 0.07], [-2.14, -0.96, -0.45], [-1.22, -0.69, 0.39], [-0.08, 0.59, 0.10]]
}



# 3
{
  "formula": "C3H8N2S",
  "method": "wB97M-V/def2-TZVPD",
  "smiles": "[H]/N=C(\\NC)SC",
  "lumo_energy_ev": 0.8,
  "energy_ha": -626.786766,
  "homo_lumo_gap_ev": 9.587,
  "homo_ha": -0.324,
  "elements": ["H", "N", "C", "N", "C", "S", "C", "H", "H", "H", "H", "H", "H", "H"],
  "coordinates": [[-0.850, 1.627, -0.367], [0.105, 1.228, -0.228], [0.031, -0.085, -0.228], [-1.105, -0.818, -0.237], [-2.385, -0.326, 0.075], [1.491, -1.056, -0.184], [2.786, 0.199, 0.078], [-1.017, -1.729, 0.188], [-3.071, -1.118, 0.242], [-2.369, 0.416, 0.913], [-2.809, 0.336, -0.733], [3.726, -0.314, 0.246], [2.575, 0.758, 0.985], [2.890, 0.882, -0.749]],
  "atomic_forces_ev_per_a": [[0.88, -0.35, 0.38], [-0.90, -1.84, -0.54], [0.43, 3.49, 0.32], [0.22, -2.14, 0.12], [-0.98, 3.76, -0.49], [0.66, -0.08, 0.05], [-0.38, -0.08, 0.45], [0.54, -0.16, -0.35], [-0.49, -0.65, 0.26], [0.00, -0.85, 0.00], [0.36, -0.90, 0.29], [0.02, -0.38, -0.16], [-0.20, 0.10, -0.03], [-0.18, 0.09, -0.31]]
}



What are the energy relative to the best compared isomer or geometry (same formula, charge and spin) values for these records? In order: 553.8; 222.0; 95.9 kJ/mol.